Below is a molecular structure, C39H115Cl2InNO18, with properties calculated with wB97M-V/def2-TZVPD.

Kohn-Sham gap = 6.36 eV
Strongest force on any atom = 0.0144 hartree/bohr
Total charge = -1
2S+1 = 1
Highest occupied orbital energy = -4.56 eV

Last column: Mulliken charge in e.
Positions of all 176 atoms, in Å:
C -0.969701 -3.970372 0.642940  -0.9733
C 0.479096 -3.617070 0.592148  0.5460
Cl 1.358634 -4.408466 -0.735184  -0.2643
C 1.062578 -2.799870 1.470527  -0.2132
Cl 2.804900 -2.493222 1.258318  -0.2749
In -0.068310 -1.787233 3.163654  0.8431
N 0.692313 0.177358 3.514531  -0.6826
H -1.548303 -3.131385 0.999300  0.0824
H -1.169682 -4.810033 1.304934  0.2882
H -1.353607 -4.204007 -0.340773  0.2642
H -1.777604 -1.574711 2.738210  -0.3993
H -0.010174 -2.885432 4.557235  -0.4007
H 1.537035 0.108690 4.066660  0.1304
H -0.016196 0.647216 4.063897  0.1038
C -0.588042 0.685620 -1.047828  -0.7692
C -0.227255 2.147609 -0.890477  -0.1270
O -0.861294 2.723591 0.256113  -0.4635
H -1.668585 0.564668 -1.139835  0.1581
H -0.110739 0.246894 -1.926334  0.2687
H -0.270988 0.136365 -0.162258  0.1665
H -0.558278 2.723447 -1.754865  0.3471
H 0.859901 2.262793 -0.797293  0.1501
H -0.572719 2.225876 1.033129  0.2677
C 0.063227 -3.767165 -5.137096  -0.8763
C 0.414186 -2.307383 -4.912246  -0.3507
O -0.212284 -1.792578 -3.743906  -0.3569
H -1.017725 -3.887871 -5.222493  0.1411
H 0.532369 -4.148094 -6.046387  0.3694
H 0.391055 -4.378092 -4.293642  0.2873
H 0.068272 -1.696294 -5.745868  0.3080
H 1.499425 -2.184100 -4.825025  0.2785
H 0.096647 -2.314196 -2.996531  0.1814
C 1.853000 5.574199 0.244254  -0.7400
C 2.817403 4.517222 0.754745  -0.0358
O 2.228982 3.718355 1.772810  -0.5757
H 1.530351 6.216600 1.065362  0.2501
H 2.316737 6.190762 -0.525311  0.1407
H 0.958551 5.105632 -0.173043  0.2975
H 3.701588 4.977399 1.192190  0.1754
H 3.145996 3.865935 -0.064947  0.1657
H 1.457550 3.290354 1.387607  0.2776
C -4.026432 2.842833 3.136914  -1.0490
C -4.038205 1.395960 2.676025  0.4306
O -3.076498 0.615117 3.375718  -0.3786
H -3.035278 3.275083 2.993473  0.3533
H -4.754575 3.443162 2.586351  0.1638
H -4.263877 2.907962 4.202227  0.3497
H -3.781478 1.334563 1.617882  0.2644
H -5.029805 0.961873 2.819285  -0.3844
H -3.286979 0.650738 4.313271  0.2108
C 6.402754 8.162403 -1.170612  -1.1455
C 5.394580 7.462485 -0.277546  -0.2465
O 4.833911 6.317442 -0.914611  -0.3157
H 5.932262 8.464726 -2.107019  0.2739
H 6.813012 9.047253 -0.681595  0.3704
H 7.228820 7.491492 -1.419211  0.3256
H 4.563178 8.126461 -0.046671  0.2886
H 5.863798 7.159047 0.664081  0.3101
H 5.551761 5.709696 -1.114753  0.1943
C -2.860200 -5.705016 -7.942871  -1.0510
C -3.090423 -6.948720 -7.104393  -0.0335
O -2.627896 -6.756867 -5.769596  -0.4873
H -1.800176 -5.449748 -7.959065  0.2748
H -3.204169 -5.847770 -8.969009  0.3568
H -3.393635 -4.851874 -7.515763  0.2780
H -2.542726 -7.795186 -7.515037  0.2945
H -4.154514 -7.205434 -7.087536  0.1267
H -3.115245 -6.016353 -5.398352  0.2545
C 3.303887 4.683860 -4.489550  -0.8526
C 3.601402 6.160148 -4.672410  -0.0235
O 2.877942 6.958119 -3.739463  -0.5998
H 2.235517 4.497425 -4.604963  0.2637
H 3.849544 4.084376 -5.216143  0.2425
H 3.584405 4.357504 -3.484543  0.2111
H 3.303906 6.491684 -5.666027  0.3008
H 4.673918 6.353864 -4.554491  0.0970
H 3.148000 6.676463 -2.858739  0.3035
C -3.724159 -1.861801 -2.953645  -0.9260
C -3.882107 -3.095381 -2.082195  -0.2506
O -3.496096 -2.846954 -0.736494  -0.3290
H -2.692274 -1.514606 -2.940409  0.1187
H -4.006829 -2.071132 -3.987918  0.3424
H -4.352569 -1.047605 -2.581611  0.4000
H -3.243524 -3.902382 -2.442849  0.2388
H -4.921874 -3.446583 -2.103586  0.2653
H -4.053375 -2.141251 -0.394800  0.1675
C 5.832069 -4.399795 1.663913  -0.2185
C 7.245656 -3.963419 1.334772  -0.0728
O 7.305626 -3.307353 0.065719  -0.5501
H 5.452208 -5.072615 0.894653  0.2987
H 5.793215 -4.908822 2.628368  -0.1723
H 5.161027 -3.540946 1.698063  -0.0131
H 7.914559 -4.822798 1.280548  0.2797
H 7.622880 -3.281609 2.104271  0.0618
H 6.720982 -2.544552 0.107379  0.3195
C 7.671994 3.510050 -6.640069  -1.0232
C 6.435993 3.915586 -7.421817  -0.2906
O 5.703968 4.941813 -6.756370  -0.4280
H 7.393655 3.165876 -5.643858  0.2640
H 8.214201 2.711306 -7.148086  0.3479
H 8.346800 4.360785 -6.516780  0.3196
H 5.757221 3.070991 -7.527329  0.2974
H 6.713076 4.258339 -8.424718  0.2718
H 6.282184 5.704034 -6.663754  0.2598
C 5.063714 -4.541615 5.456887  -0.7630
C 3.752825 -4.145694 4.798066  0.2806
O 3.046835 -3.163225 5.545199  -0.4954
H 4.885865 -4.928731 6.460959  0.2654
H 5.580609 -5.305232 4.880603  -0.0047
H 5.722331 -3.672798 5.553151  0.3439
H 3.089670 -5.005883 4.718180  0.2573
H 3.933698 -3.761661 3.789704  -0.1390
H 3.602163 -2.382051 5.611449  0.2803
C 11.431570 -2.517135 1.594273  -1.0115
C 10.554828 -2.809281 2.799067  -0.0752
O 9.589145 -1.781048 2.984374  -0.5496
H 11.936170 -1.558338 1.718402  0.2806
H 12.184520 -3.295331 1.455181  0.3248
H 10.826507 -2.455645 0.687051  0.2932
H 11.155927 -2.856510 3.706087  0.3218
H 10.044633 -3.771396 2.678811  0.1441
H 9.053495 -1.746938 2.185822  0.2997
C -7.619413 -5.783919 -8.176259  -0.9148
C -7.644559 -7.190781 -8.745799  -0.2812
O -6.671633 -8.027490 -8.126679  -0.5068
H -6.630504 -5.341903 -8.302729  0.1920
H -8.354310 -5.146133 -8.669625  0.3424
H -7.838008 -5.796804 -7.105977  0.3157
H -7.408379 -7.176536 -9.808500  0.2734
H -8.638202 -7.635256 -8.622713  0.2749
H -6.870557 -8.063235 -7.186825  0.2867
C 7.046002 -9.547156 4.657678  -1.1356
C 7.293569 -8.052036 4.569839  -0.0588
O 6.672069 -7.348347 5.640545  -0.4815
H 5.975775 -9.753843 4.651235  0.3044
H 7.510217 -10.072745 3.821583  0.3256
H 7.452779 -9.951320 5.588084  0.3304
H 6.871121 -7.649579 3.650100  0.2121
H 8.369244 -7.842317 4.572030  0.2561
H 7.039957 -7.678502 6.464707  0.2553
C -8.107636 3.690950 3.398890  -0.9163
C -8.116300 2.244363 2.942475  -0.3216
O -7.164601 1.467050 3.672838  -0.4524
H -7.119011 4.122251 3.281353  0.1808
H -8.818352 4.288296 2.826430  0.3505
H -8.370839 3.760750 4.458955  0.3101
H -7.834237 2.172557 1.892919  0.2784
H -9.110541 1.801135 3.060272  0.3176
H -7.402639 1.509802 4.603496  0.1993
C -5.688782 -2.493176 3.025615  -0.6373
C -6.967619 -2.226142 2.251615  -0.1608
O -7.819375 -1.302048 2.926507  -0.5317
H -5.922723 -2.885349 4.016380  0.3058
H -5.053365 -3.210843 2.504756  0.2976
H -5.116249 -1.572723 3.163456  -0.0145
H -7.541555 -3.144408 2.126157  0.3341
H -6.730461 -1.835707 1.254188  0.1716
H -7.318801 -0.483929 3.035454  0.3121
C -6.413627 8.561557 1.954838  -1.1122
C -5.825485 7.440746 2.790607  -0.0869
O -6.420819 6.184388 2.464994  -0.4040
H -7.491655 8.619108 2.106968  0.2571
H -5.970586 9.522981 2.218303  0.3330
H -6.240467 8.380450 0.890885  0.4067
H -6.016341 7.617104 3.847430  0.0972
H -4.742428 7.375368 2.643436  0.2640
H -6.248335 6.011158 1.534821  0.2441
C -8.718445 7.441192 7.479535  -1.1944
C -7.817019 7.457715 6.258663  -0.0044
O -7.776920 8.748662 5.650598  -0.5273
H -9.731581 7.737349 7.206154  0.3029
H -8.752147 6.447757 7.928896  0.3421
H -8.362092 8.148137 8.232840  0.3466
H -8.183571 6.761891 5.505724  0.1690
H -6.799382 7.158527 6.531317  0.2761
H -7.438988 9.366537 6.304391  0.2868

Cartesian forces, eV/Å:
C -0.1 -0.1 -0.1
C 0.3 0.3 0.4
Cl 0.0 0.0 -0.1
C 0.0 0.1 -0.3
Cl -0.3 0.1 0.1
In -0.4 -0.2 0.2
N 0.0 -0.4 -0.6
H -0.1 0.2 0.2
H 0.1 -0.2 0.0
H 0.0 -0.1 -0.2
H 0.2 -0.1 -0.2
H 0.1 0.0 -0.1
H 0.0 0.2 0.2
H 0.1 0.1 0.2
C 0.0 0.0 0.0
C 0.0 -0.1 0.3
O 0.2 0.1 -0.1
H 0.0 0.0 0.0
H 0.0 0.0 0.0
H 0.1 -0.2 0.0
H 0.0 0.1 0.1
H 0.0 0.0 -0.1
H -0.1 -0.2 0.0
C -0.1 0.0 0.0
C 0.0 -0.2 0.3
O -0.1 0.1 -0.2
H 0.0 0.0 -0.1
H 0.0 0.0 0.0
H 0.1 0.0 0.0
H 0.0 0.1 0.0
H 0.0 0.0 -0.1
H 0.0 0.0 0.2
C 0.0 0.0 0.0
C -0.3 -0.2 0.0
O 0.2 0.2 0.0
H 0.0 0.0 0.0
H 0.0 0.0 0.0
H 0.0 0.0 0.0
H 0.0 0.0 0.0
H 0.1 0.1 -0.1
H -0.1 -0.1 0.1
C 0.1 0.0 0.0
C 0.1 0.0 0.3
O -0.1 0.2 -0.2
H 0.0 0.0 -0.1
H 0.0 0.0 0.0
H -0.1 0.0 0.0
H 0.1 -0.1 0.0
H -0.1 0.1 -0.1
H 0.0 0.0 0.0
C -0.1 0.0 -0.1
C 0.2 -0.1 -0.1
O -0.1 0.2 -0.1
H 0.0 0.0 0.0
H 0.0 0.0 0.0
H 0.0 0.0 0.1
H -0.1 -0.1 0.0
H 0.0 0.1 0.1
H 0.0 -0.1 0.0
C 0.1 0.0 0.0
C -0.2 0.3 0.2
O 0.1 -0.2 -0.1
H 0.0 0.0 0.0
H 0.0 0.0 0.0
H -0.1 0.0 0.0
H 0.0 0.0 0.1
H 0.0 -0.1 -0.2
H 0.0 0.0 0.1
C -0.1 0.0 0.0
C 0.0 -0.1 0.3
O 0.0 0.1 -0.1
H 0.0 0.0 0.0
H 0.0 0.0 0.0
H 0.0 0.0 0.0
H 0.0 0.0 0.0
H 0.0 -0.1 -0.1
H 0.0 0.0 0.1
C 0.1 0.0 0.1
C -0.2 0.2 0.1
O -0.1 -0.1 -0.2
H 0.1 0.0 0.0
H 0.0 0.0 0.0
H -0.1 0.0 0.0
H 0.0 0.0 0.1
H 0.0 -0.1 -0.1
H 0.1 0.1 0.1
C 0.1 0.0 -0.1
C -0.3 0.2 0.0
O 0.3 -0.1 0.0
H 0.0 0.0 0.0
H 0.0 0.0 0.0
H 0.0 -0.1 0.1
H 0.1 0.1 -0.1
H 0.0 -0.2 0.2
H -0.1 0.0 0.0
C 0.0 0.0 0.1
C 0.2 0.2 0.1
O 0.0 -0.2 -0.1
H 0.0 0.0 0.0
H 0.0 0.0 0.0
H 0.0 0.0 -0.1
H -0.1 0.0 0.0
H 0.0 -0.1 0.0
H 0.0 0.1 0.0
C -0.2 0.2 0.0
C 0.1 0.3 0.0
O 0.0 -0.2 0.2
H 0.0 -0.1 0.0
H 0.0 0.0 0.0
H 0.0 0.0 -0.1
H -0.1 0.0 0.0
H 0.0 -0.1 -0.1
H 0.0 0.1 -0.1
C 0.0 0.0 0.0
C -0.1 0.1 -0.3
O 0.1 0.0 0.2
H 0.0 0.0 0.0
H 0.0 0.0 0.0
H 0.0 -0.1 0.0
H -0.1 0.1 0.1
H 0.1 -0.1 0.0
H 0.0 0.0 0.0
C 0.1 0.0 0.0
C 0.0 0.0 0.3
O 0.0 0.0 -0.2
H 0.0 0.0 0.0
H 0.0 0.0 0.0
H -0.1 0.0 0.0
H 0.0 -0.1 0.0
H 0.0 0.0 -0.1
H 0.0 0.0 0.1
C -0.1 0.0 0.0
C 0.1 -0.1 0.2
O 0.0 -0.1 -0.2
H 0.0 0.0 0.0
H 0.0 0.0 0.0
H 0.1 0.0 0.0
H 0.0 0.1 0.0
H 0.0 0.0 -0.1
H 0.0 0.0 0.1
C 0.0 -0.2 0.1
C -0.1 0.1 0.3
O 0.0 0.0 -0.1
H 0.0 0.1 0.0
H 0.0 0.0 0.0
H -0.1 0.0 0.0
H 0.1 -0.1 0.0
H 0.0 0.0 -0.1
H 0.0 0.0 0.1
C -0.1 0.0 0.0
C 0.1 0.2 0.1
O 0.1 -0.2 -0.2
H 0.0 -0.1 0.0
H 0.0 0.0 0.0
H 0.1 0.0 -0.1
H 0.0 0.0 0.0
H 0.0 -0.1 -0.1
H -0.1 0.2 0.2
C -0.1 0.0 0.0
C 0.0 -0.1 -0.3
O 0.0 0.2 0.2
H 0.0 0.0 0.1
H 0.0 0.0 0.0
H 0.1 0.0 0.0
H -0.1 -0.1 0.0
H 0.0 0.1 0.1
H 0.0 0.0 0.0
C 0.0 0.1 0.0
C 0.1 0.2 0.2
O -0.1 -0.2 -0.1
H 0.0 0.0 0.0
H 0.0 0.0 0.0
H 0.0 -0.1 0.0
H 0.0 0.1 -0.1
H 0.0 -0.1 0.0
H 0.0 0.1 0.0